1.
Below is a 13-piece molecular cluster, C5H37N2O13 overall, with properties calculated with ωB97M-V/def2-TZVPD.

Structure (XYZ):
```
57
Properties=species:S:1:pos:R:3
N 1.41 0.72 -0.40
C 2.08 -0.59 -0.12
C 3.28 -0.64 -1.05
C 2.53 -0.77 1.39
N 2.25 -2.16 1.72
C 0.74 -2.25 1.99
C 0.38 -1.52 3.34
O -0.64 -0.57 3.15
H 0.93 0.62 -1.29
H 0.68 0.90 0.30
H 1.34 -1.47 -0.32
H 3.10 -0.30 -2.09
H 4.10 -0.09 -0.66
H 3.73 -1.64 -0.83
H 1.91 -0.11 1.95
H 3.60 -0.48 1.45
H 2.81 -2.48 2.47
H 0.53 -3.36 1.92
H 0.20 -1.82 1.22
H 1.32 -0.99 3.66
H 0.05 -2.28 4.05
H -0.32 4.70 -1.50
H 0.78 4.14 -0.50
O 0.22 3.93 -1.30
H -1.53 2.41 -0.59
H -2.34 1.50 0.13
O -2.46 2.37 -0.34
H -1.38 -1.01 -0.18
H -2.17 -0.66 -1.60
O -1.43 -0.48 -1.02
H -3.77 -0.18 1.70
H -4.58 1.16 1.73
O -3.94 0.60 2.21
H -0.37 0.40 2.30
H -1.62 1.22 1.96
O -0.74 1.24 1.57
H -1.63 -1.14 2.27
H -2.67 -2.22 1.92
O -2.22 -1.51 1.44
H -2.14 0.02 -3.79
H -2.73 1.09 -2.86
O -2.94 0.50 -3.63
H -0.33 4.08 2.12
H -0.15 2.52 2.04
O 0.33 3.41 2.23
H 1.82 2.78 -2.39
H 2.69 1.75 -1.56
O 2.58 2.24 -2.43
H -3.01 -2.24 -0.17
H -2.86 -3.36 -1.30
O -3.40 -2.87 -0.73
H 1.72 -4.04 -2.01
H 1.61 -2.49 -1.53
O 1.41 -3.16 -2.22
H 2.78 -0.22 -3.39
H 2.29 0.95 -4.01
O 2.70 0.11 -4.31
```

Output
E_HOMO: -6.0 eV
total charge: -1
energy relative to the best compared isomer or geometry (same formula, charge and spin): 96.0 kcal/mol
LUMO: 2.73 eV



2.
Below is a 13-piece molecular cluster, C5H37N2O13 overall, with properties calculated with ωB97M-V/def2-TZVPD.

Structure (XYZ):
```
57
Properties=species:S:1:pos:R:3
N -2.58 -0.22 0.48
C -3.35 -0.51 -0.80
C -2.23 -0.15 -1.97
N -1.25 0.82 -1.41
C 0.81 0.69 0.14
C 0.12 0.26 -1.22
C 1.10 0.45 -2.43
O 0.75 1.42 -3.08
H -2.05 0.65 0.37
H -2.00 -1.10 0.61
H -3.14 -0.07 1.28
H -4.20 0.26 -0.72
H -3.75 -1.55 -0.78
H -2.74 0.12 -2.81
H -1.68 -1.06 -2.29
H -1.20 1.74 -1.87
H 0.58 0.08 0.97
H 1.91 0.70 0.00
H 0.60 1.78 0.30
H 0.20 -0.84 -0.92
H 2.09 0.04 -2.58
H 0.87 -3.59 -0.45
H 2.21 -4.42 -0.14
O 1.80 -3.77 -0.67
H -1.95 4.22 -2.42
H -2.27 4.57 -0.90
O -2.13 3.95 -1.65
H 3.72 -1.82 -1.90
H 2.64 -2.38 -0.90
O 3.09 -1.58 -1.18
H 0.27 -2.87 1.87
H -0.10 -1.57 2.49
O -0.46 -2.21 1.89
H 2.80 -2.09 2.23
H 2.45 -3.01 3.55
O 2.10 -2.31 2.95
H -1.60 2.93 1.89
H -0.84 1.63 2.24
O -1.75 2.07 2.14
H -0.73 3.24 -0.40
H 0.01 4.52 -0.21
O -0.25 3.78 0.22
H -1.99 -4.91 0.99
H -1.23 -3.58 1.20
O -1.41 -4.22 0.47
H 0.99 -0.51 3.88
H 1.78 -0.11 2.63
O 0.86 -0.07 2.92
H 4.79 -1.27 1.67
H 3.69 -1.34 0.47
O 3.97 -1.31 1.31
H 2.05 2.82 2.24
H 2.57 3.29 1.00
O 2.62 2.56 1.54
H -2.07 2.03 -3.37
H -1.89 1.98 -4.75
O -2.56 1.83 -4.15
```

Output
E_HOMO: -12.3 eV
total charge: +1
energy relative to the best compared isomer or geometry (same formula, charge and spin): 159.6 kcal/mol
LUMO: -2.30 eV



3.
Below is a 13-piece molecular cluster, C5H37N3O12 overall, with properties calculated with ωB97M-V/def2-TZVPD.

Structure (XYZ):
```
57
Properties=species:S:1:pos:R:3
C 3.05 2.72 -1.28
C 2.59 3.84 -0.41
C 1.58 3.16 0.56
C 1.99 1.72 1.15
N 0.96 0.72 0.53
C -0.28 0.21 1.17
N -0.03 -0.71 2.07
N -1.41 0.76 0.89
H 2.21 2.08 -1.57
H 3.15 3.08 -2.28
H 3.97 2.08 -1.06
H 3.32 4.35 0.24
H 1.96 4.72 -0.71
H 0.63 3.08 0.09
H 1.50 3.72 1.56
H 2.98 1.24 0.96
H 1.94 1.72 2.29
H 0.65 1.15 -0.39
H 1.05 -0.90 2.27
H -0.72 -1.39 2.25
H -2.23 0.52 1.39
H 2.21 -1.34 -2.96
H 3.63 -1.48 -3.37
O 2.86 -1.30 -3.70
H -3.12 2.03 -0.47
H -4.01 2.27 -1.67
O -3.96 2.27 -0.67
H -2.96 -2.60 2.60
H -2.18 -3.92 2.76
O -2.16 -3.02 2.85
H -4.56 0.27 -1.26
H -3.39 -0.34 -0.46
O -3.86 -0.46 -1.22
H 0.92 -2.27 -1.75
H 0.66 -1.36 -0.53
O 1.24 -2.12 -0.81
H -1.53 -3.93 -1.60
H -2.99 -3.57 -1.03
O -2.02 -3.72 -0.72
H 0.01 -0.28 -3.21
H -1.04 -0.90 -2.13
O -0.18 -0.71 -2.38
H -3.84 0.29 2.73
H -4.39 -0.71 1.64
O -3.74 -0.64 2.30
H -2.85 -1.83 -2.61
H -2.10 -1.55 -3.86
O -2.21 -2.25 -3.18
H 2.98 -0.53 -0.66
H 4.10 -1.48 -0.28
O 3.98 -0.72 -0.91
H -0.35 1.07 3.45
H -0.39 2.50 3.71
O -0.03 1.64 4.08
H 1.66 -2.44 1.27
H 2.42 -2.69 2.45
O 2.35 -2.04 1.85
```

Output
E_HOMO (spin up / spin down): -13.6 / -13.6 eV
2S+1: 2
total charge: +1
⟨S²⟩: 0.765
LUMO (spin up / spin down): -2.81 / -7.71 eV